No. 1
15
Properties=species:S:1:pos:R:3:lowdin_charge:R:1 method="wB97M-V/def2-TZVPD" smiles="C[C@@H]1N=N[C@H](P(=O)([O-])[O-])O1" largest_force_ev_per_a=3.3 homo_ev=0.26 charge=-2
C 1.296 0.413 -0.215 -0.510
C -0.810 0.818 -0.836 -0.400
C 1.701 -0.728 0.683 -0.115
N 0.602 1.363 0.682 -0.007
N -0.500 1.745 0.126 0.007
O -1.267 -1.084 1.108 -0.428
O -3.269 0.383 0.481 -0.457
O -2.475 -1.342 -1.155 -0.456
O 0.393 0.155 -1.239 -0.099
P -2.158 -0.503 0.039 0.052
H 2.297 0.770 -0.734 0.126
H -1.428 1.108 -1.701 0.102
H 0.986 -1.035 1.508 0.063
H 2.768 -0.551 1.256 0.093
H 1.864 -1.512 -0.003 0.031

No. 2
57
Properties=species:S:1:pos:R:3:lowdin_charge:R:1 method="wB97M-V/def2-TZVPD" largest_force_ev_per_a=6.9 spin_multiplicity=2 homo_ev="-0.52 / -6.67" charge=-1
C 4.067 1.071 0.239 -0.271
C 5.049 0.136 -0.479 -0.188
O 4.324 -1.005 -1.071 -0.089
O 3.146 1.619 -0.693 -0.106
H 4.528 1.840 0.859 0.105
H 3.524 0.453 0.955 0.098
H 5.810 -0.278 0.183 0.116
H 5.474 0.778 -1.250 0.108
H 4.067 -0.826 -1.979 0.078
H 2.363 2.027 -0.317 0.029
C -3.736 -0.087 -0.998 -0.787
O -2.937 -0.484 -0.172 0.007
N -4.714 0.663 -0.724 0.205
N -3.766 -0.437 -2.231 0.180
H -4.790 1.064 0.201 0.131
H -5.134 1.201 -1.468 0.121
H -4.237 0.153 -2.902 0.113
H -3.344 -1.284 -2.585 0.121
C -2.569 3.621 -2.329 -0.799
O -3.319 4.246 -1.623 0.016
N -1.505 2.993 -1.917 0.178
N -2.590 3.644 -3.690 0.117
H -1.091 2.521 -2.709 0.094
H -1.225 2.940 -0.948 0.070
H -1.961 3.186 -4.335 0.089
H -3.261 4.268 -4.114 0.094
C 1.568 -0.067 4.067 -0.838
O 2.370 -0.092 4.986 -0.005
N 1.475 0.885 3.224 0.176
N 0.770 -1.060 3.851 0.180
H 1.932 1.775 3.365 0.090
H 0.989 0.857 2.338 0.049
H 0.123 -0.942 3.084 0.084
H 0.965 -1.907 4.365 0.122
C 2.076 -4.073 0.040 -0.806
O 3.186 -4.540 -0.073 0.018
N 0.994 -4.816 0.112 0.149
N 1.800 -2.816 -0.002 0.192
H 1.063 -5.824 0.100 0.106
H 0.095 -4.426 0.358 0.056
H 0.836 -2.515 0.003 0.068
H 2.580 -2.176 -0.058 0.094
O -3.304 -0.310 2.492 -0.091
H -3.044 0.561 2.790 0.009
H -2.990 -0.358 1.589 -0.053
O 0.298 2.471 0.641 -0.197
H -0.497 2.563 1.166 -0.026
H 1.001 2.777 1.215 -0.019
O -1.100 -2.970 0.757 -0.051
H -2.028 -3.200 0.706 0.056
H -1.096 -2.030 0.941 -0.005
O -0.421 -0.137 0.884 -0.090
H -0.100 0.735 0.653 -0.032
H -1.213 -0.247 0.357 -0.025
O 0.011 -0.447 -2.841 -0.058
H -0.678 -1.060 -3.098 0.012
H 0.166 -0.637 -1.915 0.005

No. 3
66
Properties=species:S:1:pos:R:3:lowdin_charge:R:1 method="wB97M-V/def2-TZVPD" largest_force_ev_per_a=1.2 homo_ev=-8.47
Ti -1.133 1.325 1.164 1.005
O 2.269 2.800 3.321 -0.085
P 1.369 3.066 2.049 0.285
O 2.103 3.614 0.919 -0.216
O 0.554 1.754 1.871 -0.409
O 0.226 4.111 2.608 -0.206
P -1.289 3.646 2.450 0.187
O -2.097 4.936 2.847 -0.056
O -1.491 3.286 0.966 -0.350
O -1.588 2.428 3.264 -0.374
H 1.854 2.175 3.935 0.034
H -2.809 4.733 3.467 0.102
N -2.623 1.269 -0.644 -0.032
N -4.017 1.082 -0.619 -0.033
C -4.679 1.089 0.562 -0.835
N -5.985 0.764 0.474 0.099
S -3.941 1.487 1.996 0.806
H -2.403 2.121 -1.152 0.117
H -2.208 0.467 -1.117 0.072
H -4.378 0.501 -1.362 0.153
H -6.466 0.769 -0.409 0.108
H -6.533 0.834 1.313 0.096
Br -2.025 -3.637 5.744 0.752
C -2.120 -3.777 3.857 -0.673
C -2.227 -5.029 3.274 -0.120
C -2.295 -5.128 1.890 -0.063
C -2.257 -3.987 1.107 -0.012
C -2.136 -2.740 1.709 -0.126
C -2.067 -2.626 3.092 -0.069
C -2.088 -1.522 0.843 -0.518
O -2.388 -1.554 -0.336 0.074
O -1.683 -0.434 1.457 -0.206
H -2.260 -5.914 3.895 0.101
H -2.380 -6.103 1.429 0.107
H -2.316 -4.042 0.028 0.120
H -1.979 -1.653 3.555 0.101
Br 0.560 -0.243 4.781 0.802
C 1.041 -1.579 3.501 -0.721
C 1.281 -2.869 3.954 -0.122
C 1.550 -3.827 2.993 -0.060
C 1.581 -3.457 1.654 -0.054
C 1.346 -2.131 1.332 -0.117
N 1.073 -1.202 2.249 0.058
H 1.234 -3.106 5.007 0.092
H 1.731 -4.852 3.287 0.113
H 1.784 -4.180 0.877 0.106
H 1.364 -1.784 0.304 0.114
C 5.000 2.254 -8.210 -0.079
C 4.104 2.001 -7.024 -0.749
O 2.918 2.167 -7.034 0.039
S 5.026 1.456 -5.587 1.015
C 3.738 1.322 -4.378 -0.534
C 2.729 0.377 -4.521 -0.089
C 1.741 0.277 -3.559 -0.022
C 1.769 1.107 -2.437 -0.235
C 2.795 2.044 -2.287 -0.001
C 3.769 2.153 -3.264 -0.080
C 0.764 1.028 -1.422 -0.043
C -0.064 1.069 -0.534 -0.056
H 4.458 2.011 -9.122 0.086
H 5.925 1.683 -8.152 0.064
H 5.249 3.316 -8.227 0.090
H 2.714 -0.268 -5.389 0.112
H 0.944 -0.446 -3.668 0.116
H 2.805 2.677 -1.408 0.109
H 4.557 2.888 -3.165 0.107

Energy above the lowest of the compared OMol25 structures with the same formula, charge and spin (kcal per mole)
0.0, 0.0, 20.0
E (Eh)
-869.13563, -1513.58466, -9338.07038
M (g mol⁻¹)
164.06, 392.37, 848.20